Computed, not measured: one molecule with the formula C18H12F4N2O2, with the ωB97M-V functional and the def2-TZVPD basis.

SMILES string = Cc1cn(C(c2cc(F)cc(F)c2)c2cc(F)cc(F)c2)c(=O)[nH]c1=O
HOMO level = -9.26 eV
charge = 0

The geometry in XYZ format:
```
38
Properties=species:S:1:pos:R:3:nbo_charge:R:1
C -0.359 3.967 -0.283 0.42
C 1.712 -1.337 3.196 0.41
O -1.440 -2.092 1.268 -0.66
C 0.243 2.755 0.055 -0.29
H -1.995 5.018 -1.223 0.26
C -0.274 0.261 0.543 -0.08
C -0.833 -3.336 -1.964 0.65
H 0.162 -3.335 -4.300 0.26
C -0.080 -2.169 -2.544 -0.16
H -0.133 -1.693 2.226 0.29
F -3.432 2.886 -1.878 -0.32
C -0.994 -2.020 0.102 0.79
H -1.284 -0.102 1.044 0.29
H 3.444 -0.616 4.314 0.25
C 0.424 -2.315 -3.938 -0.65
H -2.488 0.750 -0.700 0.24
F 3.238 1.935 3.643 -0.32
H 1.532 -2.176 -3.952 0.22
H 1.219 2.772 0.563 0.25
N -1.327 -3.082 -0.693 -0.61
F 0.336 5.101 0.040 -0.32
C -2.276 2.841 -1.143 0.42
C -1.611 4.031 -0.903 -0.35
C -1.801 1.604 -0.685 -0.27
H 1.124 2.336 2.265 0.24
H -1.747 -3.824 -0.196 0.43
C 0.117 -1.067 -1.762 0.06
C 2.621 -0.391 3.622 -0.35
H 0.625 -0.177 -2.125 0.22
H -0.048 -1.547 -4.597 0.23
O -1.025 -4.405 -2.486 -0.58
C 0.697 -0.994 2.316 -0.29
C 2.454 0.919 3.174 0.40
C 0.727 0.242 1.634 -0.01
C -0.509 1.576 -0.097 -0.02
F 1.814 -2.626 3.638 -0.32
C 1.444 1.271 2.277 -0.30
N -0.275 -0.960 -0.451 -0.42
```

Computed, not measured: C18H12F5KN4O3Te as an isolated structure, with the ωB97M-V functional and the def2-TZVPD basis.

HOMO level = -1.13 eV
charge = -2

The geometry in XYZ format:
```
44
Properties=species:S:1:pos:R:3:nbo_charge:R:1
C 0.110 -5.224 -0.552 -0.26
O 2.412 -2.952 1.791 -0.76
H -3.864 -0.033 -3.938 0.24
C -1.295 -3.703 -1.742 -0.29
C -3.409 0.791 -3.410 -0.24
N -1.187 -1.271 -1.339 -0.70
H -1.315 -5.824 -2.048 0.17
C 3.460 1.359 3.641 -0.29
H 4.899 -0.089 4.347 0.19
C 3.445 -0.910 2.999 -0.25
H 3.799 -1.927 3.022 0.25
C -2.142 2.713 -1.991 0.05
O -2.721 -1.752 -3.060 -0.76
C 4.032 0.100 3.722 -0.19
C 1.798 -1.903 1.462 0.58
F 0.226 4.870 2.755 -0.62
H -3.327 4.152 -3.052 0.20
H -1.614 3.450 -1.399 0.21
N 0.803 -1.719 0.617 -0.67
C 2.332 -0.653 2.182 0.16
H 0.466 -6.228 -0.341 0.17
C -0.871 -5.001 -1.495 -0.26
H -2.057 -3.522 -2.479 0.25
F -1.397 4.188 0.802 -0.65
C 0.656 -4.147 0.134 -0.27
C -2.083 -1.008 -2.273 0.57
H 1.897 2.489 2.873 0.17
H 1.421 -4.320 0.867 0.25
C -0.766 -2.585 -1.073 0.22
F 0.506 5.537 0.257 -0.65
N -1.815 1.442 -1.765 -0.45
C 2.353 1.510 2.826 0.05
Te 0.443 3.868 1.175 3.36
H 3.838 2.211 4.190 0.20
K -0.027 0.626 -0.003 0.92
C -2.429 0.483 -2.459 0.16
C -3.747 2.110 -3.635 -0.20
F -0.401 2.561 2.301 -0.63
N 1.782 0.568 2.063 -0.43
F 2.266 4.320 1.537 -0.64
O 0.876 2.773 -0.148 -1.13
C 0.254 -2.816 -0.081 0.10
C -3.100 3.103 -2.913 -0.29
H -4.506 2.365 -4.368 0.19
```